Entry 1:
Molecular formula: CH2ClNO
Method: DFT, ωB97M-V with the def2-TZVPD basis set

Geometry as XYZ:
```
6
Properties=species:S:1:pos:R:3:forces:R:3
N -0.656959 -1.699483 0.824724 -1.819 -2.084 -0.949
C 0.000639 -0.872316 1.218961 1.097 1.014 0.675
Cl 0.977075 0.281220 1.739088 0.823 0.964 0.567
O -0.015304 0.441523 -1.426805 2.540 2.571 -5.287
H -0.403342 0.430825 -0.623780 -2.184 0.262 3.893
H 0.097891 1.418231 -1.732187 -0.456 -2.727 1.100
```
Positions in Å, forces in eV/Å.

The calculation puts the largest force on an atom at 0.12454 hartree/bohr. The calculation puts the orbital gap at 12.0 eV. Its charge is 0. The calculation puts the LUMO energy at 0.33 eV. Its relative energy (zero: lowest compared OMol25 entry of this formula, charge and spin) is 37.3 kcal/mol. As for the SMILES: N#CCl.O.

---

Entry 2:
Molecular formula: CH2ClNO
Method: DFT, ωB97M-V with the def2-TZVPD basis set

Geometry as XYZ:
```
6
Properties=species:S:1:pos:R:3:forces:R:3
Cl -1.627771 0.645402 1.101123 -0.451 0.142 0.307
N -0.597132 0.706792 -0.299580 -1.024 0.419 -0.287
C 0.365902 -0.295812 -0.186596 2.031 -4.750 -3.631
O 0.742471 0.965621 0.140446 0.871 0.664 0.489
H 0.305732 -1.156384 0.510050 -0.161 1.236 0.325
H 0.810797 -0.865619 -1.265442 -1.266 2.289 2.797
```
Positions in Å, forces in eV/Å.

The calculation puts the largest force on an atom at 0.12279 hartree/bohr. The calculation puts the orbital gap at 11.4 eV. Its charge is 0. The calculation puts the LUMO energy at 0.68 eV. Its relative energy (zero: lowest compared OMol25 entry of this formula, charge and spin) is 102.7 kcal/mol. As for the SMILES: ClN1CO1.

---

Sequential HOMO level output: -11.6 -10.7 eV